# 1
DFT (ωB97M-V with the def2-TZVPD basis set) results for the molecule C5H11N3 in a non-equilibrium geometry.

Positions of all 19 atoms, in Å:
C (0.9046, 0.5350, 0.1516)
C (-0.1223, 1.5947, -0.2135)
C (-0.7282, -0.8196, 0.9347)
C (3.1743, -0.2371, 0.0834)
C (-2.3376, -0.3249, -0.8704)
N (2.0873, 0.6170, -0.1695)
N (-1.3537, 1.3421, 0.5795)
N (-1.7495, -0.0094, 0.4474)
H (0.2609, 2.5134, 0.0638)
H (-0.3811, 1.3379, -1.3174)
H (-0.6715, -1.7361, 0.2825)
H (-0.5856, -0.8783, 2.0510)
H (3.6684, 0.1892, 1.0205)
H (3.8541, 0.0467, -0.7486)
H (3.0014, -1.2268, 0.2760)
H (-3.3021, 0.1341, -0.8821)
H (-1.7880, 0.1292, -1.6767)
H (-2.2877, -1.4668, -0.9130)
H (-1.0618, 1.5508, 1.5164)

Values from the calculation:
M = 113.16 g/mol
HOMO = -0.263 Ha
HOMO-LUMO gap = 7.974 eV

For each atom in turn, the Mulliken charge in e is:
1. C 0.17
2. C -0.67
3. C -0.55
4. C -0.82
5. C -0.61
6. N -0.22
7. N -0.49
8. N 0.06
9. H 0.46
10. H 0.10
11. H 0.26
12. H 0.28
13. H 0.25
14. H 0.29
15. H 0.38
16. H 0.25
17. H 0.21
18. H 0.32
19. H 0.31



# 2
DFT (ωB97M-V with the def2-TZVPD basis set) results for a structure of composition C5H11N3 in a non-equilibrium geometry.

Positions of all 19 atoms, in Å:
C (-0.7589, -0.4683, -0.3520)
C (0.5222, -1.4040, -0.4797)
C (1.7405, -0.5976, 0.2334)
C (1.1576, 0.8437, -0.1291)
C (-0.2206, 0.9787, 0.2902)
H (-2.2152, -1.0426, 1.4124)
H (-2.4122, -1.7306, -0.1559)
H (-1.2419, 0.0116, -1.2406)
H (0.5362, -1.8080, -1.5705)
H (0.4523, -2.2531, -0.0154)
H (1.6760, -1.1032, 1.2898)
H (3.0803, 0.7248, 0.9066)
H (1.3386, 0.9268, -1.2149)
H (-0.0117, 0.8728, 1.4468)
H (-2.2400, 1.7267, 0.0445)
H (-0.9111, 2.9614, -0.4720)
N (-2.0067, -0.7883, 0.3192)
N (2.6730, 0.4288, -0.0451)
N (-1.1584, 1.7201, -0.2678)

Values from the calculation:
M = 113.16 g/mol
HOMO = -0.291 Ha
HOMO-LUMO gap = 8.912 eV

For each atom in turn, the Mulliken charge in e is:
1. C -0.12
2. C -1.09
3. C -0.08
4. C -0.53
5. C 0.20
6. H 0.21
7. H 0.28
8. H 0.43
9. H 0.27
10. H 0.61
11. H 0.19
12. H 0.30
13. H 0.33
14. H 0.10
15. H 0.31
16. H 0.26
17. N -0.58
18. N -0.50
19. N -0.59



Which relative energy (zero: lowest compared OMol25 entry of this formula, charge and spin) belongs to each record? In order, 503.4 904.1 kJ/mol.